[1]
# C26H76N5O13

11 unconnected molecules or ions with the total composition C26H76N5O13 at a distorted geometry (ωB97M-V/def2-TZVPD, the OMol25 dataset).

The LUMO energy comes out at 2.242 eV. The charge is -1. As for the total energy: -2287.5059 Eh.

Bonds (Å) are listed after each position.
Element x y z (Å)
1 O -0.8766 4.5469 1.8819  H11 1.070, C34 1.477
2 H 1.3324 5.3529 -0.5581  C70 0.855
3 H 2.5024 -6.0861 3.9989  C13 1.091
4 H -1.8946 -0.8741 -1.2401  N81 1.157
5 H 0.3314 -4.3151 -0.6891  C82 1.150
6 O 0.8814 0.3479 0.8729  C22 1.396, H96 1.057
7 H -1.4716 -5.5831 -2.0331  C31 1.163
8 N -0.6136 3.6199 -0.7121  H29 1.039, C52 1.392, H88 0.965
9 O 0.0374 0.5359 -3.4241  H41 0.869, C120 1.422
10 C 1.1624 -3.9881 3.2549  H43 1.214, O59 1.425, C60 1.671, H66 1.050
11 H -0.7986 4.4689 0.8179  O1 1.070
12 H 3.6784 0.9179 1.2449  N20 1.148
13 C 2.1244 -5.4361 4.7889  H3 1.091, O59 1.406, H98 1.124, H110 1.031
14 H 1.8184 2.2869 2.5749  C83 1.150
15 H -2.7966 1.4789 1.5229  C112 1.169
16 H 3.5344 5.7099 -2.3411  C93 1.129
17 H 5.9744 0.9029 -0.9441  C114 1.134
18 H -2.6816 -3.3801 1.0349  C74 1.100
19 H 3.1404 2.7639 3.7569  C83 1.158
20 N 3.5614 1.2839 0.1629  H12 1.148, C45 1.428, H87 1.007
21 H -5.2236 -3.0671 -2.9831  C62 1.003
22 C 0.0054 -0.1121 -0.1121  O6 1.396, O28 1.246, O95 1.261
23 O 5.6434 -1.1601 -1.3651  C53 1.407, C114 1.399
24 H -0.2586 -1.1081 -4.7411  C120 1.107
25 H 1.8484 1.5109 4.0389  C83 0.929
26 O 1.4934 5.8829 -2.3311  C70 1.448, C93 1.401
27 O -1.6256 -2.1041 2.0579  H63 0.954, C74 1.353
28 O -0.4066 -1.2871 -0.0781  C22 1.246
29 H -1.6066 3.3189 -0.7651  N8 1.039
30 H -1.4736 6.1109 -1.0541  C67 1.098
31 C -2.6186 -5.5121 -2.2101  H7 1.163, O49 1.343, H115 1.118, H118 1.004
32 H 3.8584 -2.9611 2.8599  C64 1.254
33 H -4.4106 -2.3421 -3.8561  C62 1.054
34 C -1.0786 3.2739 2.6039  O1 1.477, H57 1.099, H80 1.244, H99 1.052
35 H -5.3046 3.7029 -1.5731  C107 1.182
36 H 1.3084 -0.9181 -4.1741  C120 1.022
37 H 3.8834 1.4009 -2.2091  C106 1.130
38 H 3.3874 -1.7431 1.7639  C64 1.007
39 H -5.4886 2.5339 3.9699  C65 1.143
40 H 7.6474 -1.6561 -0.8111  C53 1.121
41 H -0.2636 0.5659 -2.6091  O9 0.869
42 H 0.1504 -1.4301 -2.9151  C120 1.172
43 H 1.1884 -4.7771 2.3329  C10 1.214
44 O 1.6414 -2.8941 -1.4871  C82 1.410, H117 1.021
45 C 3.9074 0.1979 -0.6971  N20 1.428, H61 1.117, C106 1.464, C114 1.541
46 H 0.9644 -2.5021 1.7899  C60 1.066
47 H -3.2356 3.4129 0.0269  C69 0.978
48 H 5.7564 -0.1321 0.5259  C114 1.159
49 O -3.2946 -4.4501 -1.7411  C31 1.343, C101 1.389
50 H 3.6424 -0.2501 -2.9381  C106 1.107
51 H 2.0644 -4.7951 -1.0531  C82 1.057
52 C -0.1606 4.4619 -1.7241  N8 1.392, C67 1.533, C70 1.495, H108 1.122
53 C 6.9854 -1.4341 -1.6881  O23 1.407, H40 1.121, H78 1.164, H92 1.123
54 H -3.6396 -1.7391 1.1689  C74 1.248
55 H -2.0536 5.5239 -2.4621  C67 1.024
56 H -3.5206 -2.6691 2.5289  C74 1.048
57 H -0.6226 2.4119 2.0969  C34 1.099
58 H -0.8976 6.1319 -2.7791  C67 1.000
59 O 1.9434 -4.0851 4.4429  C10 1.425, C13 1.406
60 C 1.6844 -2.5541 2.5749  C10 1.671, H46 1.066, C64 1.464, N71 1.407
61 H 3.5354 -0.7741 -0.2921  C45 1.117
62 C -4.7256 -2.2051 -2.8601  H21 1.003, H33 1.054, C72 1.562, H100 1.116
63 H -1.1756 -1.6121 1.3749  O27 0.954
64 C 3.0184 -2.6551 1.9809  H32 1.254, H38 1.007, C60 1.464, H76 1.048
65 C -4.9466 1.7999 3.2819  H39 1.143, O75 1.441, H79 1.130, H111 1.128
66 H 0.1194 -4.0511 3.3609  C10 1.050
67 C -1.1576 5.5999 -1.9731  H30 1.098, C52 1.533, H55 1.024, H58 1.000
68 H -5.8986 2.2169 -0.7291  C107 1.112
69 C -3.8056 2.6239 -0.0641  H47 0.978, N85 1.390, C107 1.597, C112 1.452
70 C 1.1914 4.9269 -1.2861  H2 0.855, O26 1.448, C52 1.495, H102 1.062
71 N 1.7644 -1.5481 3.5549  C60 1.407, H90 0.944, H104 0.994
72 C -3.5596 -2.1491 -1.8221  C62 1.562, N81 1.487, H97 1.094, C101 1.579
73 H -2.1376 -3.1471 -2.8891  C101 1.102
74 C -2.8616 -2.5411 1.7239  H18 1.100, O27 1.353, H54 1.248, H56 1.048
75 O -4.3886 2.5679 2.1979  C65 1.441, C112 1.405
76 H 3.1014 -3.1091 1.0399  C64 1.048
77 O 3.1084 0.7999 2.9349  C83 1.365, H103 0.991
78 H 7.0204 -2.4421 -2.2691  C53 1.164
79 H -5.9396 1.4169 2.9009  C65 1.130
80 H -0.4836 3.3489 3.6939  C34 1.244
81 N -2.8436 -0.8481 -1.9011  H4 1.157, C72 1.487, H94 0.942
82 C 1.2334 -4.2411 -1.3991  H5 1.150, O44 1.410, H51 1.057, H91 1.016
83 C 2.4554 1.8849 3.4439  H14 1.150, H19 1.158, H25 0.929, O77 1.365
84 H 2.7374 7.0559 -1.2871  C93 1.047
85 N -3.3906 2.0249 -1.2481  C69 1.390, H109 1.134, H116 1.042
86 H -1.7056 -3.2491 -1.1741  C101 1.053
87 H 2.5804 1.0549 0.1719  N20 1.007
88 H -0.3636 2.6909 -0.7821  N8 0.965
89 H -4.5106 0.8499 1.1159  C112 1.170
90 H 2.2494 -1.9921 4.2329  N71 0.944
91 H 0.9314 -4.4731 -2.3411  C82 1.016
92 H 7.2834 -0.4901 -2.2191  C53 1.123
93 C 2.7424 6.4969 -2.1721  H16 1.129, O26 1.401, H84 1.047, H105 1.271
94 H -2.3466 -0.8051 -2.7001  N81 0.942
95 O -0.5136 0.6789 -0.9461  C22 1.261
96 H 1.1954 -0.2591 1.6789  O6 1.057
97 H -4.1116 -2.1141 -0.8781  C72 1.094
98 H 2.7924 -5.4411 5.6929  C13 1.124
99 H -2.1196 3.3829 2.7059  C34 1.052
100 H -5.5916 -1.5471 -2.6081  C62 1.116
101 C -2.4996 -3.3181 -1.8621  O49 1.389, C72 1.579, H73 1.102, H86 1.053
102 H 1.7874 4.0509 -1.3521  C70 1.062
103 H 2.7904 -0.1241 3.0989  O77 0.991
104 H 0.9034 -1.6841 4.0319  N71 0.994
105 H 3.0114 7.1919 -3.2011  C93 1.271
106 C 3.4104 0.3849 -2.0611  H37 1.130, C45 1.464, H50 1.107, H119 0.919
107 C -5.2476 3.1019 -0.5571  H35 1.182, H68 1.112, C69 1.597, H113 1.130
108 H -0.0066 3.8019 -2.6181  C52 1.122
109 H -2.4656 1.5049 -0.8491  N85 1.134
110 H 1.1524 -5.6851 5.0239  C13 1.031
111 H -4.1046 1.1969 3.7299  C65 1.128
112 C -3.8496 1.8149 1.1409  H15 1.169, C69 1.452, O75 1.405, H89 1.170
113 H -5.7426 3.8069 0.1739  C107 1.130
114 C 5.4284 -0.0221 -0.5801  H17 1.134, O23 1.399, C45 1.541, H48 1.159
115 H -2.6706 -5.5861 -3.3241  C31 1.118
116 H -3.9496 1.2199 -1.6031  N85 1.042
117 H 1.0614 -2.2431 -0.9551  O44 1.021
118 H -3.1306 -6.3021 -1.8601  C31 1.004
119 H 2.5274 0.6279 -2.1431  C106 0.919
120 C 0.3424 -0.7791 -3.8711  O9 1.422, H24 1.107, H36 1.022, H42 1.172


[2]
# C26H77N3O14

11 unconnected molecules or ions with the total composition C26H77N3O14 at a distorted geometry (ωB97M-V/def2-TZVPD, the OMol25 dataset).

The LUMO energy comes out at 0.424 eV. The charge is 0. As for the SMILES: COCCNCCOC.COCCNCCOC.COCCNCCOC.CO.CO.CO.CO.CO.CO.CO.CO. The calculation puts the energy relative to the best compared isomer or geometry (same formula, charge and spin) at 0.0 kJ/mol. As for the total energy: -2254.1430 Eh.

Bonds (Å) are listed after each position.
Element x y z (Å)
1 H -0.2552 4.4381 0.4704  C96 1.103
2 H 0.9264 -4.6227 -5.7878  C41 1.100
3 H -1.7093 -3.5807 -2.1890  C64 1.068
4 H 3.5675 -3.5271 2.5845  C99 1.082
5 H -2.0098 0.8711 -2.7627  O109 0.967
6 H -0.3254 -2.5352 -1.8221  C64 1.099
7 C 4.2415 0.4198 3.6189  H27 1.072, O32 1.397, H46 1.081, H66 1.082
8 H 3.1069 2.6173 0.5637  O22 0.972
9 C -0.1390 1.4647 -2.5881  H53 1.095, H71 1.094, O109 1.429, H113 1.078
10 H 1.1366 -1.0250 -0.8588  C36 1.079
11 H -2.5477 5.1862 -0.8440  C98 1.082
12 H 3.4662 -2.8998 0.8421  C99 1.123
13 H -0.2931 -0.1202 -0.4000  C36 1.082
14 O 1.2377 0.0615 0.8773  H26 0.967, C36 1.417
15 C 2.1089 -0.1736 5.6259  H24 1.085, H42 1.107, C47 1.529, N75 1.446
16 O 4.5779 -2.8566 6.0983  C58 1.450, C72 1.399
17 N -4.7801 4.3199 0.6489  H20 0.994, C30 1.452, C89 1.458
18 H 3.8962 -0.3486 6.5916  N75 1.013
19 C -9.5247 5.1767 0.1930  O25 1.415, H65 1.074, H82 1.085, H95 1.081
20 H -4.0832 4.1970 1.3467  N17 0.994
21 C 3.3590 2.5144 -1.3715  O22 1.414, H59 1.082, H69 1.064, H97 1.113
22 O 2.5374 2.5511 -0.2216  H8 0.972, C21 1.414
23 C 0.1510 -3.7021 -4.0765  O37 1.418, C41 1.520, H68 1.103, H100 1.099
24 H 2.1400 -0.8924 4.8135  C15 1.085
25 O -8.4927 4.3456 0.6899  C19 1.415, C67 1.429
26 H 1.3482 0.9296 0.4662  O14 0.967
27 H 3.6788 0.6664 2.7409  C7 1.072
28 H 1.5682 0.4385 -7.4529  C92 1.073
29 H 1.6451 -2.0127 7.4663  C112 1.100
30 C -4.2964 3.9441 -0.6673  N17 1.452, H35 1.108, H76 1.086, C98 1.531
31 H -2.6060 1.1486 -0.4275  O118 0.983
32 O 3.9259 1.2423 4.7028  C7 1.397, C47 1.422
33 H -2.6748 1.2986 1.8478  C101 1.094
34 H -4.1723 -2.7037 0.5973  C102 1.078
35 H -4.7853 4.6292 -1.3876  C30 1.108
36 C 0.5064 -0.7467 -0.0283  H10 1.079, H13 1.082, O14 1.417, H57 1.102
37 O -0.8079 -2.6873 -3.8298  C23 1.418, C64 1.445
38 H 1.9398 1.3857 4.1560  C47 1.102
39 H 3.0420 -2.0003 -4.5856  O93 0.964
40 H -1.8871 -0.6807 2.9274  C88 1.086
41 C 0.6031 -3.6048 -5.5244  H2 1.100, C23 1.520, H49 1.097, N80 1.440
42 H 1.0451 -0.0899 5.9204  C15 1.107
43 H 3.1641 -1.9396 8.2528  C112 1.072
44 H -1.8796 -1.8281 -2.2987  C64 1.076
45 C 3.7685 -0.9659 -8.7736  H60 1.083, H74 1.099, O83 1.459, H120 1.092
46 H 5.3027 0.5312 3.4443  C7 1.081
47 C 2.5483 1.1721 5.0490  C15 1.529, O32 1.422, H38 1.102, H117 1.079
48 H -6.2981 4.0702 2.1070  C89 1.081
49 H -0.2976 -3.5240 -6.1463  C41 1.097
50 H 1.8572 -1.3796 -2.6517  C106 1.102
51 H -3.9850 0.0527 1.7692  C101 1.073
52 H 0.4598 -0.8245 -5.6144  C116 1.106
53 H 0.1450 0.4555 -2.9034  C9 1.095
54 O -2.2616 -2.0279 0.2277  H62 0.969, C102 1.431
55 H 2.2271 -2.8949 -6.4938  N80 0.989
56 H 6.0749 -3.7721 5.1483  C72 1.107
57 H 0.1183 -1.6155 0.5272  C36 1.102
58 C 3.1637 -2.9973 6.3857  O16 1.450, H87 1.071, H108 1.082, C112 1.525
59 H 2.6652 2.3687 -2.1893  C21 1.082
60 H 3.7790 0.0700 -9.0910  C45 1.083
61 H -2.5028 3.6826 -1.8307  C98 1.090
62 H -2.7328 -1.1827 0.2762  O54 0.969
63 O 2.2508 -2.0321 2.3534  C99 1.440, H114 0.965
64 C -1.2211 -2.6665 -2.4453  H3 1.068, H6 1.099, O37 1.445, H44 1.076
65 H -9.4538 6.1850 0.5554  C19 1.074
66 H 4.0658 -0.6185 3.8679  C7 1.082
67 C -7.1859 4.7783 0.3056  O25 1.429, H77 1.094, C89 1.537, H110 1.116
68 H 1.0167 -3.6002 -3.4008  C23 1.103
69 H 3.8491 3.4487 -1.5094  C21 1.064
70 H -0.3198 2.6732 0.7707  C96 1.120
71 H -0.0298 2.0979 -3.4737  C9 1.094
72 C 5.0417 -4.0146 5.4646  O16 1.399, H56 1.107, H78 1.097, H86 1.121
73 H -4.3371 1.6968 1.2618  C101 1.068
74 H 3.8492 -1.6660 -9.6170  C45 1.099
75 N 2.9132 -0.5024 6.7812  C15 1.446, H18 1.013, C112 1.450
76 H -4.5324 2.9297 -0.9739  C30 1.086
77 H -7.0914 5.8483 0.5115  C67 1.094
78 H 5.0695 -4.9110 6.0962  C72 1.097
79 H 0.1519 -1.6674 -7.0633  C116 1.082
80 N 1.5359 -2.5636 -5.8683  C41 1.440, H55 0.989, C116 1.433
81 H 3.3647 -2.3904 -2.2203  C106 1.110
82 H -10.4583 4.7517 0.5464  C19 1.085
83 O 2.4752 -1.2768 -8.1736  C45 1.459, C92 1.437
84 H -3.0624 -3.1468 1.7779  C102 1.085
85 H 4.3003 -1.9432 2.1208  C99 1.108
86 H 4.4317 -4.2783 4.5619  C72 1.121
87 H 2.6861 -3.0426 5.4284  C58 1.071
88 C -0.9621 -0.8116 3.4814  H40 1.086, O107 1.406, H115 1.079, H119 1.088
89 C -6.1308 3.9417 1.0465  N17 1.458, H48 1.081, C67 1.537, H105 1.131
90 H -0.4574 3.3407 -0.9609  C96 1.107
91 H -2.8600 -3.9842 0.1541  C102 1.130
92 C 1.9618 -0.4899 -7.0864  H28 1.073, O83 1.437, H111 1.099, C116 1.477
93 O 3.4654 -1.3720 -3.9904  H39 0.964, C106 1.401
94 H -1.0110 -2.1255 4.8254  O107 0.975
95 H -9.5662 5.1484 -0.8868  C19 1.081
96 C -0.6971 3.4945 0.1092  H1 1.103, H70 1.120, H90 1.107, O104 1.423
97 H 4.1104 1.6970 -1.2987  C21 1.113
98 C -2.7922 4.1328 -0.8816  H11 1.082, C30 1.531, H61 1.090, O104 1.418
99 C 3.4777 -2.6625 1.9398  H4 1.082, H12 1.123, O63 1.440, H85 1.108
100 H -0.2714 -4.7072 -3.9390  C23 1.099
101 C -3.5788 0.9483 1.3406  H33 1.094, H51 1.073, H73 1.068, O118 1.422
102 C -3.1542 -3.0406 0.7017  H34 1.078, O54 1.431, H84 1.085, H91 1.130
103 H 3.4705 -0.6936 -2.1451  C106 1.081
104 O -2.1188 3.4691 0.1750  C96 1.423, C98 1.418
105 H -6.3051 2.8529 0.7939  C89 1.131
106 C 2.9545 -1.4719 -2.6893  H50 1.102, H81 1.110, O93 1.401, H103 1.081
107 O -1.2364 -1.1775 4.8107  C88 1.406, H94 0.975
108 H 3.1049 -3.9287 6.9332  C58 1.082
109 O -1.4911 1.3902 -2.1328  H5 0.967, C9 1.429
110 H -7.0315 4.6459 -0.7916  C67 1.116
111 H 2.8320 -0.3568 -6.4281  C92 1.099
112 C 2.7168 -1.8484 7.2832  H29 1.100, H43 1.072, C58 1.525, N75 1.450
113 H 0.4866 1.8461 -1.7975  C9 1.078
114 H 2.1313 -1.2535 1.7957  O63 0.965
115 H -0.4031 0.1091 3.4155  C88 1.079
116 C 0.9752 -1.3691 -6.4272  H52 1.106, H79 1.082, N80 1.433, C92 1.477
117 H 2.3913 1.8822 5.8462  C47 1.079
118 O -3.2407 0.5451 0.0192  H31 0.983, C101 1.422
119 H -0.3368 -1.5783 3.0279  C88 1.088
120 H 4.5748 -1.1494 -8.0603  C45 1.092